21
Properties=species:S:1:pos:R:3:nbo_charge:R:1 method="wB97M-V/def2-TZVPD" de_lowest_kcal_mol=57.9 e_lumo_ev=-3.33 homo_lumo_gap_ev=9.52 e_homo_ev=-12.85 total_energy_ev=-8941.4983 charge=+1
C 0.120 -0.955 -1.160 -0.23
C -0.890 0.145 -1.012 -0.45
C -0.431 1.623 -1.055 -0.48
C 0.454 1.761 1.281 -0.51
C 0.605 2.036 -0.033 -0.12
N 1.016 -1.080 0.063 -0.74
H -0.408 -1.909 -1.177 0.23
H 0.712 -0.917 -2.070 0.24
H -1.647 0.079 -0.226 0.23
H -1.590 0.113 -1.850 0.26
H -0.113 1.892 -2.064 0.23
H -1.336 2.243 -1.000 0.25
H -0.486 2.002 1.769 0.25
H 1.376 1.802 1.854 0.21
H 1.252 2.829 -0.406 0.24
H 2.003 -1.299 -0.028 0.44
H 0.597 -1.772 0.717 0.47
H 0.884 -0.174 0.538 0.45
H -0.413 -3.429 2.365 0.51
H -1.242 -2.223 1.829 0.49
O -0.463 -2.766 1.664 -0.97